This record from OMol25 describes C4H6AgO as an isolated structure. The level of theory is ωB97M-V/def2-TZVPD.

The spin multiplicity is 2. Its gap between HOMO and LUMO (spin up / spin down) is 0.371 / 0.225 Ha. The net charge is +2. The value obtained for the energy relative to the best compared isomer or geometry (same formula, charge and spin) is 34.26 kcal/mol. The HOMO energy (spin up / spin down) comes out at -20.20 / -20.12 eV. Its total energy is -10266.85585 eV.

Structure (XYZ):
```
12
C4H6AgO (ωB97M-V/def2-TZVPD)
Ag 0.659 1.872 -0.170
O -1.271 1.530 -0.104
C 2.308 0.442 0.222
C 3.385 -0.234 0.124
C -2.125 0.653 0.030
C -1.878 -0.799 -0.019
H -3.167 0.981 0.190
H -2.581 -1.228 -0.753
H -0.869 -0.997 -0.420
H 3.370 -1.262 -0.270
H -2.188 -1.235 0.944
H 4.356 0.278 0.225
```



This record from OMol25 describes C6H10N2O2 as an isolated structure. The level of theory is ωB97M-V/def2-TZVPD.

Its gap between HOMO and LUMO is 0.358 Ha. The value obtained for the energy relative to the best compared isomer or geometry (same formula, charge and spin) is 80.18 kcal/mol. The HOMO energy comes out at -9.38 eV. Its total energy is -13456.46452 eV.

Structure (XYZ):
```
20
C6H10N2O2 (ωB97M-V/def2-TZVPD)
O 1.081 -1.718 1.228
O -0.575 -2.314 -0.498
N -3.501 -0.289 -0.546
N 0.957 0.118 -0.519
C 0.159 1.280 -0.170
C -1.310 -0.447 0.889
C 1.564 0.146 -1.832
C -0.663 0.946 1.073
C -0.283 -1.392 0.229
C -2.540 -0.387 0.088
H 2.365 -0.601 -1.883
H 1.991 1.135 -2.075
H -1.570 -0.881 1.867
H -0.536 1.482 -1.002
H 0.955 -1.316 2.096
H 0.785 2.170 0.015
H 0.812 -0.104 -2.595
H -1.425 1.709 1.267
H 0.008 0.903 1.943
H 1.727 -0.439 0.424
```